(1)
Formula: C6S6
Source: OMol25
Level of theory: ωB97M-V/def2-TZVPD

Each atom is followed by the atoms it is bonded to, with distances in Å.
CARTESIAN COORDINATES (ANGSTROEM)
1 C 1.73 -0.41 0.03  C2 1.382, C3 1.425, S7 1.697
2 C 0.73 -1.37 -0.01  C1 1.382, C4 1.380, S9 1.766
3 C 1.10 0.87 0.01  C1 1.425, C5 1.396, S8 1.757
4 C -0.63 -1.15 -0.04  C2 1.380, C6 1.340, S9 1.785
5 C -0.28 1.10 -0.02  C3 1.396, C6 1.398, S10 1.754
6 C -1.21 0.06 -0.04  C4 1.340, C5 1.398, S12 2.169
7 S 3.40 -0.65 0.10  C1 1.697
8 S 1.73 2.51 0.02  C3 1.757, S10 2.095
9 S -0.19 -2.88 -0.01  C2 1.766, C4 1.785
10 S -0.34 2.86 -0.03  C5 1.754, S8 2.095
11 S -5.17 -0.11 0.05  S12 2.025
12 S -3.30 0.65 0.05  C6 2.169, S11 2.025

Its HOMO energy (spin up / spin down) is -8.5 / -8.3 eV. For the lowest unoccupied orbital energy (spin up / spin down), the calculation gives -2.370 / -2.770 eV. For the gap between HOMO and LUMO (spin up / spin down), the calculation gives 6.1 / 5.5 eV.

These are the Löwdin partial charges, in e, on atoms 1 to 5: C -0.741; C -0.495; C -0.675; C -0.496; C -0.690

---

(2)
Formula: C70H148F12N4O8P3S4
Source: OMol25
Level of theory: ωB97M-V/def2-TZVPD

Each atom is followed by the atoms it is bonded to, with distances in Å.
CARTESIAN COORDINATES (ANGSTROEM)
1 C -5.65 0.28 -8.18  C2 1.591, H18 1.090, H19 1.090, H20 1.090
2 C -5.28 0.23 -6.64  C1 1.591, C3 1.558, H21 1.090, H22 1.090
3 C -5.32 1.63 -5.95  C2 1.558, C4 1.581, H23 1.090, H24 1.090
4 C -5.14 1.55 -4.38  C3 1.581, P5 1.842, H25 1.090, H26 1.090
5 P -5.26 3.15 -3.49  C4 1.842, C6 1.857, C10 1.829, C14 1.832
6 C -5.82 2.78 -1.75  P5 1.857, C7 1.561, H27 1.090, H28 1.090
7 C -5.58 3.92 -0.72  C6 1.561, C8 1.530, H29 1.090, H30 1.090
8 C -5.59 3.30 0.67  C7 1.530, C9 1.564, H31 1.090, H32 1.090
9 C -7.07 2.96 1.06  C8 1.564, H33 1.090, H34 1.090, H35 1.090
10 C -6.35 4.24 -4.46  P5 1.829, C11 1.546, H36 1.090, H37 1.090
11 C -6.82 5.54 -3.75  C10 1.546, C12 1.575, H38 1.090, H39 1.090
12 C -7.57 6.55 -4.68  C11 1.575, C13 1.549, H40 1.090, H41 1.090
13 C -6.84 7.04 -5.96  C12 1.549, H42 1.090, H43 1.090, H44 1.090
14 C -3.61 3.95 -3.56  P5 1.832, C15 1.568, H45 1.090, H46 1.090
15 C -2.82 3.97 -4.91  C14 1.568, C16 1.559, H47 1.090, H48 1.090
16 C -1.97 5.28 -5.04  C15 1.559, C17 1.525, H49 1.090, H50 1.090
17 C -1.11 5.24 -6.30  C16 1.525, H51 1.090, H52 1.090, H53 1.090
18 H -5.41 -0.67 -8.66  C1 1.090
19 H -5.16 1.05 -8.77  C1 1.090
20 H -6.69 0.58 -8.33  C1 1.090
21 H -4.23 -0.04 -6.70  C2 1.090
22 H -5.89 -0.51 -6.11  C2 1.090
23 H -6.28 2.08 -6.19  C3 1.090
24 H -4.52 2.18 -6.45  C3 1.090
25 H -4.16 1.13 -4.13  C4 1.090
26 H -5.83 0.80 -4.00  C4 1.090
27 H -5.18 1.92 -1.53  C6 1.090
28 H -6.86 2.47 -1.83  C6 1.090
29 H -6.33 4.72 -0.73  C7 1.090
30 H -4.57 4.28 -0.95  C7 1.090
31 H -5.17 4.09 1.31  C8 1.090
32 H -4.92 2.45 0.77  C8 1.090
33 H -7.18 2.62 2.09  C9 1.090
34 H -7.53 2.10 0.57  C9 1.090
35 H -7.70 3.82 0.88  C9 1.090
36 H -7.32 3.80 -4.71  C10 1.090
37 H -5.80 4.44 -5.38  C10 1.090
38 H -5.89 5.97 -3.36  C11 1.090
39 H -7.43 5.35 -2.86  C11 1.090
40 H -7.97 7.38 -4.09  C12 1.090
41 H -8.41 5.97 -5.05  C12 1.090
42 H -7.12 6.33 -6.74  C13 1.090
43 H -5.75 7.06 -5.89  C13 1.090
44 H -7.19 8.06 -6.07  C13 1.090
45 H -2.99 3.36 -2.88  C14 1.090
46 H -3.63 4.94 -3.11  C14 1.090
47 H -3.44 3.92 -5.80  C15 1.090
48 H -2.26 3.05 -5.08  C15 1.090
49 H -1.39 5.39 -4.13  C16 1.090
50 H -2.64 6.14 -5.00  C16 1.090
51 H -0.47 6.11 -6.42  C17 1.090
52 H -1.69 5.15 -7.23  C17 1.090
53 H -0.29 4.53 -6.24  C17 1.090
54 C 7.84 0.58 2.99  C55 1.524, H71 1.090, H72 1.090, H73 1.090
55 C 6.76 1.03 2.02  C54 1.524, C56 1.562, H74 1.090, H75 1.090
56 C 5.85 2.04 2.80  C55 1.562, C57 1.524, H76 1.090, H77 1.090
57 C 4.58 2.38 2.03  C56 1.524, P58 1.841, H78 1.090, H79 1.090
58 P 4.08 4.14 1.80  C57 1.841, C59 1.881, C63 1.856, C67 1.859
59 C 5.57 5.28 1.81  P58 1.881, C60 1.561, H80 1.090, H81 1.090
60 C 6.67 4.95 0.75  C59 1.561, C61 1.498, H82 1.090, H83 1.090
61 C 7.92 5.74 0.94  C60 1.498, C62 1.472, H84 1.090, H85 1.090
62 C 7.69 7.20 0.98  C61 1.472, H86 1.090, H87 1.090, H88 1.090
63 C 3.31 4.42 0.14  P58 1.856, C64 1.484, H89 1.090, H90 1.090
64 C 1.99 3.75 -0.04  C63 1.484, C65 1.568, H91 1.090, H92 1.090
65 C 1.57 3.68 -1.55  C64 1.568, C66 1.507, H93 1.090, H94 1.090
66 C 0.29 2.96 -1.87  C65 1.507, H95 1.090, H96 1.090, H97 1.090
67 C 2.94 4.67 3.17  P58 1.859, C68 1.555, H98 1.090, H99 1.090
68 C 2.27 6.07 3.03  C67 1.555, C69 1.545, H100 1.090, H101 1.090
69 C 1.53 6.49 4.32  C68 1.545, C70 1.529, H102 1.090, H103 1.090
70 C 0.37 5.66 4.87  C69 1.529, H104 1.090, H105 1.090, H106 1.090
71 H 8.48 1.43 3.24  C54 1.090
72 H 8.55 -0.07 2.47  C54 1.090
73 H 7.43 0.23 3.94  C54 1.090
74 H 6.28 0.08 1.82  C55 1.090
75 H 6.99 1.48 1.05  C55 1.090
76 H 6.55 2.85 2.95  C56 1.090
77 H 5.57 1.69 3.79  C56 1.090
78 H 3.65 2.03 2.48  C57 1.090
79 H 4.54 1.99 1.01  C57 1.090
80 H 6.03 5.27 2.80  C59 1.090
81 H 5.15 6.27 1.61  C59 1.090
82 H 6.14 5.16 -0.18  C60 1.090
83 H 6.93 3.89 0.83  C60 1.090
84 H 8.66 5.51 0.17  C61 1.090
85 H 8.49 5.43 1.82  C61 1.090
86 H 7.00 7.59 0.24  C62 1.090
87 H 8.68 7.64 0.87  C62 1.090
88 H 7.41 7.55 1.97  C62 1.090
89 H 3.96 4.09 -0.67  C63 1.090
90 H 3.28 5.50 0.02  C63 1.090
91 H 1.27 4.24 0.62  C64 1.090
92 H 2.09 2.76 0.39  C64 1.090
93 H 2.31 3.07 -2.07  C65 1.090
94 H 1.48 4.61 -2.11  C65 1.090
95 H -0.51 3.43 -1.29  C66 1.090
96 H 0.34 1.94 -1.49  C66 1.090
97 H 0.05 3.02 -2.93  C66 1.090
98 H 3.51 4.36 4.04  C67 1.090
99 H 2.06 4.03 3.17  C67 1.090
100 H 1.55 5.95 2.22  C68 1.090
101 H 2.98 6.86 2.79  C68 1.090
102 H 0.98 7.39 4.04  C69 1.090
103 H 2.29 6.75 5.06  C69 1.090
104 H 0.65 4.63 5.11  C70 1.090
105 H -0.39 5.65 4.09  C70 1.090
106 H -0.01 6.09 5.80  C70 1.090
107 C -0.62 -8.29 3.59  C108 1.562, H124 1.090, H125 1.090, H126 1.090
108 C 0.04 -7.32 2.56  C107 1.562, C109 1.484, H127 1.090, H128 1.090
109 C -0.99 -6.61 1.75  C108 1.484, C110 1.590, H129 1.090, H130 1.090
110 C -0.34 -5.55 0.76  C109 1.590, P111 1.963, H131 1.090, H132 1.090
111 P -1.36 -5.20 -0.88  C110 1.963, C112 1.803, C116 1.802, C120 1.789
112 C -1.74 -6.78 -1.65  P111 1.803, C113 1.602, H133 1.090, H134 1.090
113 C -0.47 -7.67 -2.04  C112 1.602, C114 1.540, H135 1.090, H136 1.090
114 C -0.72 -8.44 -3.35  C113 1.540, C115 1.534, H137 1.090, H138 1.090
115 C 0.41 -9.39 -3.76  C114 1.534, H139 1.090, H140 1.090, H141 1.090
116 C -2.95 -4.42 -0.53  P111 1.802, C117 1.548, H142 1.090, H143 1.090
117 C -3.99 -5.16 0.36  C116 1.548, C118 1.520, H144 1.090, H145 1.090
118 C -5.19 -4.29 0.68  C117 1.520, C119 1.494, H146 1.090, H147 1.090
119 C -6.13 -4.93 1.65  C118 1.494, H148 1.090, H149 1.090, H150 1.090
120 C -0.36 -4.21 -1.98  P111 1.789, C121 1.507, H151 1.090, H152 1.090
121 C -0.72 -4.20 -3.45  C120 1.507, C122 1.492, H153 1.090, H154 1.090
122 C 0.00 -3.10 -4.15  C121 1.492, C123 1.525, H155 1.090, H156 1.090
123 C 1.50 -2.91 -3.95  C122 1.525, H157 1.090, H158 1.090, H159 1.090
124 H -1.40 -7.82 4.19  C107 1.090
125 H 0.00 -8.80 4.33  C107 1.090
126 H -1.19 -9.08 3.09  C107 1.090
127 H 0.64 -7.85 1.82  C108 1.090
128 H 0.71 -6.61 3.03  C108 1.090
129 H -1.58 -6.05 2.48  C109 1.090
130 H -1.61 -7.35 1.26  C109 1.090
131 H 0.69 -5.81 0.51  C110 1.090
132 H -0.20 -4.67 1.38  C110 1.090
133 H -2.33 -6.47 -2.51  C112 1.090
134 H -2.42 -7.20 -0.91  C112 1.090
135 H -0.27 -8.42 -1.26  C113 1.090
136 H 0.47 -7.12 -2.11  C113 1.090
137 H -0.65 -7.58 -4.02  C114 1.090
138 H -1.74 -8.82 -3.47  C114 1.090
139 H 0.34 -9.66 -4.81  C115 1.090
140 H 0.26 -10.37 -3.32  C115 1.090
141 H 1.38 -8.97 -3.48  C115 1.090
142 H -3.31 -4.03 -1.48  C116 1.090
143 H -2.59 -3.57 0.06  C116 1.090
144 H -3.41 -5.60 1.17  C117 1.090
145 H -4.36 -6.08 -0.09  C117 1.090
146 H -5.78 -4.08 -0.21  C118 1.090
147 H -4.92 -3.30 1.05  C118 1.090
148 H -7.05 -4.35 1.59  C119 1.090
149 H -5.70 -4.80 2.64  C119 1.090
150 H -6.17 -5.98 1.33  C119 1.090
151 H 0.69 -4.44 -1.79  C120 1.090
152 H -0.49 -3.20 -1.60  C120 1.090
153 H -1.77 -4.02 -3.67  C121 1.090
154 H -0.34 -5.10 -3.94  C121 1.090
155 H -0.52 -2.20 -3.83  C122 1.090
156 H -0.06 -3.14 -5.24  C122 1.090
157 H 2.00 -2.18 -4.57  C123 1.090
158 H 2.03 -3.84 -4.18  C123 1.090
159 H 1.65 -2.64 -2.90  C123 1.090
160 C -7.35 -0.47 3.04  C161 1.526, H170 1.090, H171 1.090, H172 1.090
161 C -6.55 0.41 3.99  C160 1.526, C162 1.486, H173 1.090, H174 1.090
162 C -5.08 0.37 3.79  C161 1.486, C163 1.533, H175 1.090, H176 1.090
163 C -4.35 1.23 4.82  C162 1.533, N164 1.484, H177 1.090, H178 1.090
164 N -2.89 1.35 4.58  C163 1.484, C165 1.547, C168 1.581, C169 1.581
165 C -2.19 2.22 5.65  N164 1.547, C166 1.495, H179 1.090, H180 1.090
166 C -0.76 1.83 5.52  C165 1.495, C167 1.533, H181 1.090, H182 1.090
167 C -0.83 0.30 5.59  C166 1.533, C168 1.524, H183 1.090, H184 1.090
168 C -2.15 -0.01 4.88  N164 1.581, C167 1.524, H185 1.090, H186 1.090
169 C -2.53 1.94 3.16  N164 1.581, H187 1.090, H188 1.090, H189 1.090
170 H -8.43 -0.40 3.23  C160 1.090
171 H -7.05 -1.52 3.16  C160 1.090
172 H -7.26 -0.17 2.00  C160 1.090
173 H -6.75 0.01 4.98  C161 1.090
174 H -6.95 1.42 3.97  C161 1.090
175 H -4.88 0.59 2.74  C162 1.090
176 H -4.74 -0.66 3.93  C162 1.090
177 H -4.44 0.83 5.83  C163 1.090
178 H -4.72 2.26 4.80  C163 1.090
179 H -2.42 3.21 5.26  C165 1.090
180 H -2.65 2.08 6.63  C165 1.090
181 H -0.28 2.27 4.65  C166 1.090
182 H -0.07 2.24 6.26  C166 1.090
183 H 0.07 -0.04 5.10  C167 1.090
184 H -0.71 -0.14 6.58  C167 1.090
185 H -1.76 -0.40 3.94  C168 1.090
186 H -2.84 -0.79 5.22  C168 1.090
187 H -2.90 2.97 3.13  C169 1.090
188 H -3.06 1.34 2.42  C169 1.090
189 H -1.48 1.94 2.87  C169 1.090
190 C 4.61 -1.14 4.91  C191 1.520, H200 1.090, H201 1.090, H202 1.090
191 C 5.10 -2.57 4.72  C190 1.520, C192 1.568, H203 1.090, H204 1.090
192 C 5.03 -2.94 3.20  C191 1.568, C193 1.559, H205 1.090, H206 1.090
193 C 5.54 -4.39 2.95  C192 1.559, N194 1.616, H207 1.090, H208 1.090
194 N 5.12 -4.98 1.50  C193 1.616, C195 1.589, C198 1.562, C199 1.552
195 C 3.60 -5.39 1.63  N194 1.589, C196 1.579, H209 1.090, H210 1.090
196 C 3.54 -6.89 2.13  C195 1.579, C197 1.587, H211 1.090, H212 1.090
197 C 5.07 -7.33 2.09  C196 1.587, C198 1.561, H213 1.090, H214 1.090
198 C 5.89 -6.31 1.23  N194 1.562, C197 1.561, H215 1.090, H216 1.090
199 C 5.39 -3.93 0.38  N194 1.552, H217 1.090, H218 1.090, H219 1.090
200 H 5.01 -0.38 4.24  C190 1.090
201 H 4.80 -0.90 5.96  C190 1.090
202 H 3.52 -1.13 4.86  C190 1.090
203 H 4.60 -3.28 5.39  C191 1.090
204 H 6.16 -2.64 4.96  C191 1.090
205 H 5.61 -2.18 2.69  C192 1.090
206 H 3.99 -2.81 2.92  C192 1.090
207 H 5.12 -5.10 3.67  C193 1.090
208 H 6.63 -4.38 2.90  C193 1.090
209 H 3.04 -5.30 0.70  C195 1.090
210 H 3.14 -4.76 2.39  C195 1.090
211 H 3.00 -7.49 1.39  C196 1.090
212 H 3.14 -6.93 3.14  C196 1.090
213 H 5.29 -8.29 1.62  C197 1.090
214 H 5.48 -7.49 3.08  C197 1.090
215 H 5.85 -6.38 0.15  C198 1.090
216 H 6.92 -6.12 1.54  C198 1.090
217 H 5.57 -4.44 -0.57  C199 1.090
218 H 6.34 -3.48 0.65  C199 1.090
219 H 4.57 -3.21 0.28  C199 1.090
220 C 5.31 -1.58 -2.97  F221 1.299, F222 1.319, F223 1.355, S224 2.018
221 F 6.26 -2.12 -3.66  C220 1.299
222 F 4.40 -0.96 -3.68  C220 1.319
223 F 4.65 -2.54 -2.27  C220 1.355
224 S 6.04 -0.31 -1.58  C220 2.018, O225 1.462, O226 1.475, N227 1.718, S228 2.581
225 O 4.93 0.08 -0.71  S224 1.462
226 O 7.06 -1.01 -0.78  S224 1.475
227 N 6.92 0.87 -2.47  S224 1.718, S228 1.525
228 S 6.05 2.12 -2.47  S224 2.581, N227 1.525, O229 1.451, O230 1.500, C231 1.959
229 O 4.76 1.96 -3.12  S228 1.451
230 O 5.88 2.97 -1.25  S228 1.500
231 C 7.10 3.28 -3.65  S228 1.959, F232 1.336, F233 1.385, F234 1.332
232 F 7.17 2.78 -4.88  C231 1.336
233 F 6.65 4.59 -3.66  C231 1.385
234 F 8.36 3.35 -3.23  C231 1.332
235 C -2.44 -0.46 -0.96  F236 1.327, F237 1.374, F238 1.389, S239 1.933
236 F -3.42 -1.34 -1.10  C235 1.327
237 F -1.50 -0.61 -1.95  C235 1.374
238 F -3.02 0.81 -1.00  C235 1.389
239 S -1.67 -0.74 0.79  C235 1.933, O240 1.439, O241 1.454, N242 1.787, S243 2.608
240 O -1.00 0.51 1.00  S239 1.439
241 O -2.76 -0.96 1.73  S239 1.454
242 N -0.58 -2.14 0.56  S239 1.787, S243 1.558
243 S 0.64 -1.75 1.45  S239 2.608, N242 1.558, O244 1.486, O245 1.474, C246 1.964
244 O 0.42 -0.84 2.60  S243 1.486
245 O 1.51 -2.88 1.82  S243 1.474
246 C 1.68 -0.72 0.15  S243 1.964, F247 1.315, F248 1.319, F249 1.347
247 F 2.12 0.38 0.74  C246 1.315
248 F 2.80 -1.41 -0.02  C246 1.319
249 F 1.08 -0.37 -1.00  C246 1.347

Its HOMO energy is -13.5 eV. For the lowest unoccupied orbital energy, the calculation gives -4.893 eV. As for the charge: +3. For the gap between HOMO and LUMO, the calculation gives 8.6 eV.

These are the Löwdin partial charges, in e, on atoms 1 to 5: C -0.090; C -0.232; C -0.234; C -0.244; P 1.048

---

What is the formula in the first record? C6S6